# 1
{"formula": "C18H17N5O2S4Zr", "method": "the ωB97M-V functional and the def2-TZVPD basis", "species": ["Zr", "C", "S", "C", "S", "N", "N", "C", "C", "C", "C", "C", "C", "N", "H", "H", "H", "H", "H", "H", "H", "H", "O", "C", "C", "C", "C", "C", "C", "C", "O", "N", "N", "C", "S", "C", "C", "S", "H", "H", "H", "H", "H", "H", "H", "H", "H"], "xyz": [[-0.2406, 0.3049, -0.1262], [4.2671, 1.0792, 3.6798], [2.5448, 0.6060, 3.9118], [1.9513, 0.5830, 2.3029], [0.2428, 0.0554, 2.2613], [2.6891, 0.8922, 1.2858], [1.9950, 0.8211, 0.1021], [2.6659, 1.0533, -0.9736], [1.9574, 1.0463, -2.2539], [2.6270, 1.1757, -3.4573], [1.8775, 1.1674, -4.6329], [0.5016, 1.0263, -4.5605], [-0.0976, 0.8842, -3.3167], [0.6095, 0.8946, -2.1811], [4.7160, 1.0024, 4.6680], [4.3423, 2.1017, 3.3207], [4.7649, 0.3948, 3.0000], [3.7334, 1.2466, -0.9270], [3.7022, 1.2814, -3.4814], [2.3728, 1.2682, -5.5889], [-0.1133, 1.0161, -5.4486], [-1.1702, 0.7526, -3.2239], [-5.6195, 0.2823, 0.7530], [-5.3116, -0.9709, 0.4000], [-6.3406, -1.9135, 0.4633], [-6.0975, -3.2230, 0.1201], [-4.8266, -3.6366, -0.2948], [-3.8077, -2.7222, -0.3637], [-4.0241, -1.3712, -0.0241], [-2.9410, -0.4237, -0.1251], [-1.7447, -0.9171, -0.5604], [-3.0648, 0.8376, 0.1652], [-1.9112, 1.6246, -0.0369], [-2.1777, 2.9121, -0.1193], [-3.7555, 3.5439, 0.0880], [-3.2807, 5.2499, -0.3342], [-1.8502, 5.4801, 0.1101], [-0.8892, 4.0208, -0.4234], [-4.8323, 0.8495, 0.7073], [-7.3161, -1.5830, 0.7897], [-6.9039, -3.9419, 0.1760], [-4.6495, -4.6694, -0.5570], [-2.8233, -3.0330, -0.6819], [-3.9673, 5.9190, 0.1822], [-3.3959, 5.3809, -1.4095], [-1.7653, 5.5691, 1.1919], [-1.4122, 6.3554, -0.3658]], "e_tot_ha": -2759.74506, "orbital_gap_ev": 5.340, "max_force_ev_per_a": 0.8, "relative_energy_kcal_mol": 1.9, "lumo_ev": -7.8459, "total_charge": 2}

=====

# 2
{"formula": "C3H4F5N2", "method": "the ωB97M-V functional and the def2-TZVPD basis", "species": ["C", "C", "C", "N", "N", "F", "F", "F", "F", "F", "H", "H", "H", "H"], "xyz": [[0.1798, -0.6735, 0.3538], [-0.7883, 0.5710, 0.2089], [-0.1349, 1.5081, -0.8628], [1.1566, -0.6832, 1.1834], [-0.1935, -1.6653, -0.4126], [-0.6792, 1.2076, 1.3921], [-2.0311, 0.2369, 0.0493], [-0.1655, 0.9060, -2.1030], [1.0894, 1.7402, -0.4850], [-0.8194, 2.6269, -0.9506], [1.4805, 0.0229, 1.9579], [1.6877, -1.5288, 1.2039], [-0.9281, -1.6093, -1.0748], [0.1462, -2.6595, -0.4606]], "e_tot_ha": -725.31005, "orbital_gap_ev": 12.441, "max_force_ev_per_a": 3.4, "relative_energy_kcal_mol": 0.0, "lumo_ev": -4.3224, "total_charge": 1}

=====

# 3
{"formula": "C45H86F10N18O20S10", "method": "the ωB97M-V functional and the def2-TZVPD basis", "species": ["C", "C", "C", "C", "N", "C", "C", "C", "C", "C", "H", "H", "H", "H", "H", "H", "H", "H", "H", "H", "H", "H", "H", "H", "H", "H", "H", "H", "H", "H", "C", "C", "N", "C", "C", "N", "C", "C", "H", "H", "H", "H", "H", "H", "H", "H", "H", "H", "H", "C", "C", "N", "C", "C", "N", "C", "C", "H", "H", "H", "H", "H", "H", "H", "H", "H", "H", "H", "C", "C", "N", "C", "C", "N", "C", "C", "H", "H", "H", "H", "H", "H", "H", "H", "H", "H", "H", "C", "C", "N", "C", "C", "N", "C", "C", "H", "H", "H", "H", "H", "H", "H", "H", "H", "H", "H", "C", "C", "N", "C", "C", "N", "C", "C", "H", "H", "H", "H", "H", "H", "H", "H", "H", "H", "H", "C", "C", "N", "C", "C", "N", "C", "C", "H", "H", "H", "H", "H", "H", "H", "H", "H", "H", "H", "N", "S", "O", "O", "F", "S", "O", "O", "F", "N", "S", "O", "O", "F", "S", "O", "O", "F", "N", "S", "O", "O", "F", "S", "O", "O", "F", "N", "S", "O", "O", "F", "S", "O", "O", "F", "N", "S", "O", "O", "F", "S", "O", "O", "F"], "xyz": [[5.5868, 5.6649, 7.2812], [4.5735, 4.4508, 7.3445], [3.4357, 4.6461, 8.2815], [2.8349, 3.3064, 8.7451], [1.8229, 3.3893, 9.8594], [2.3305, 3.9651, 11.2586], [1.1688, 4.7965, 11.8910], [-0.0155, 4.7460, 10.9512], [0.6330, 4.4156, 9.5863], [1.2321, 2.0055, 10.1174], [6.3094, 5.5427, 6.4744], [6.2177, 5.7731, 8.1635], [4.9887, 6.5618, 7.1203], [4.9039, 3.4311, 7.5422], [4.1230, 4.1967, 6.3850], [2.5970, 5.0867, 7.7425], [3.8528, 5.1808, 9.1349], [3.6093, 2.6774, 9.1841], [2.3988, 2.7791, 7.8966], [2.8265, 3.1510, 11.7871], [3.1507, 4.6525, 11.0516], [0.9545, 4.3359, 12.8555], [1.2981, 5.8781, 11.9277], [-0.7628, 3.9827, 11.1679], [-0.4448, 5.7383, 10.8132], [0.0994, 4.0005, 8.7313], [1.0940, 5.3023, 9.1511], [0.7057, 1.6483, 9.2322], [0.5247, 2.1422, 10.9353], [1.9882, 1.2485, 10.3259], [2.2725, -13.0671, 5.3287], [2.0443, -11.5134, 5.4609], [1.2964, -11.1828, 6.6885], [-0.0822, -11.0711, 6.6935], [-0.4672, -10.7230, 7.9352], [0.6206, -10.5657, 8.7650], [1.6944, -10.9932, 8.0112], [0.7453, -10.0897, 10.0530], [1.3549, -13.6548, 5.3560], [2.9582, -13.2780, 6.1494], [2.7045, -13.4808, 4.4175], [1.5174, -11.1193, 4.5919], [2.9799, -10.9625, 5.3645], [-0.5590, -11.0652, 5.7244], [-1.4238, -10.3740, 8.2948], [2.7247, -11.0593, 8.3281], [1.6345, -9.4758, 10.1960], [0.5578, -10.8535, 10.8077], [0.0276, -9.2877, 10.2258], [0.4521, -1.3926, 9.7712], [1.6391, -1.9048, 10.5431], [1.1838, -3.0923, 11.2774], [0.8016, -3.2184, 12.5588], [0.4153, -4.5250, 12.8401], [0.8007, -5.3201, 11.7795], [1.3529, -4.3840, 10.8526], [0.7904, -6.7611, 11.6251], [-0.0939, -0.8323, 10.5302], [-0.2278, -2.1550, 9.3911], [0.7225, -0.7341, 8.9458], [2.1688, -1.2547, 11.2394], [2.3762, -2.2642, 9.8251], [0.7405, -2.2699, 13.0716], [-0.0094, -4.8958, 13.7612], [1.6892, -4.6539, 9.8624], [-0.2480, -7.0697, 11.7463], [1.5723, -7.2985, 12.1616], [1.0652, -6.9156, 10.5817], [2.5345, -4.9918, 6.4912], [3.6230, -3.9246, 6.4298], [4.0071, -3.8065, 5.0854], [3.4092, -2.9398, 4.1554], [4.0001, -3.2219, 2.8901], [4.9723, -4.2382, 3.0311], [4.9724, -4.5455, 4.3685], [5.7183, -4.9733, 1.9648], [3.0074, -5.9647, 6.3573], [1.6703, -4.9464, 5.8284], [2.1747, -5.1417, 7.5091], [4.5108, -4.1575, 7.0177], [3.1933, -2.9705, 6.7347], [2.6281, -2.2367, 4.4044], [3.6309, -2.8238, 1.9565], [5.4802, -5.3638, 4.8572], [5.4769, -4.8467, 0.9094], [6.1297, -5.9659, 2.1480], [6.6559, -4.4209, 1.9026], [-3.8720, -4.5156, 9.0315], [-3.6673, -3.1139, 9.7084], [-3.5464, -3.3467, 11.1189], [-2.6678, -4.1078, 11.8419], [-2.9539, -3.9547, 13.1760], [-3.8888, -2.9164, 13.2254], [-4.2865, -2.6292, 11.9601], [-4.4799, -2.5133, 14.4893], [-2.9055, -5.0172, 8.9823], [-4.2023, -4.5143, 7.9927], [-4.5613, -5.1810, 9.5515], [-4.4691, -2.3760, 9.7322], [-2.8323, -2.4832, 9.4032], [-1.9500, -4.6631, 11.2563], [-2.4536, -4.5098, 13.9557], [-5.0751, -1.9430, 11.6887], [-5.0251, -3.3895, 14.8402], [-5.1753, -1.6909, 14.3215], [-3.7217, -2.3750, 15.2602], [-1.2223, 1.6033, 7.1523], [-0.0758, 0.7944, 6.5338], [-0.1217, 0.6705, 5.0362], [1.0344, 0.2478, 4.3237], [0.6371, 0.1513, 3.0803], [-0.7296, 0.3697, 2.9356], [-1.1849, 0.7628, 4.1811], [-1.4726, 0.3966, 1.6624], [-2.0768, 1.2434, 6.5792], [-1.0267, 2.6756, 7.1513], [-1.4280, 1.1702, 8.1312], [-0.1461, -0.2276, 6.9061], [0.8791, 1.2336, 6.8225], [1.9410, -0.0137, 4.8492], [1.2695, -0.2729, 2.3145], [-2.1632, 1.1868, 4.3534], [-2.3024, 1.1007, 1.7239], [-1.7833, -0.6445, 1.5750], [-1.0376, 0.8919, 0.7943], [5.7414, -4.8411, 15.2086], [4.5038, -5.0785, 14.3857], [3.2799, -4.9500, 15.2138], [2.6677, -5.9675, 15.8468], [1.7903, -5.3914, 16.7388], [1.5559, -4.0518, 16.2895], [2.5282, -3.7901, 15.3342], [0.5628, -3.0847, 16.7708], [6.4920, -4.7463, 14.4239], [5.8327, -5.7127, 15.8568], [5.7446, -3.9388, 15.8201], [4.6323, -6.0922, 14.0062], [4.3815, -4.4223, 13.5240], [3.0845, -6.9637, 15.8326], [1.1701, -5.9081, 17.4562], [2.7132, -2.8007, 14.9428], [0.8444, -2.1016, 16.3935], [0.4430, -3.0927, 17.8541], [-0.3604, -3.3595, 16.2605], [-2.7969, -9.4657, 9.7211], [-3.3505, -8.2096, 10.1948], [-2.2884, -7.1891, 10.5925], [-4.6381, -8.1158, 10.8393], [-3.8393, -7.7593, 8.7445], [-2.8364, -10.1365, 11.2160], [-4.0496, -10.7211, 11.6982], [-1.9014, -9.5448, 12.1844], [-1.9783, -11.4312, 10.8408], [-3.9519, 1.2115, 12.5044], [-3.2631, 1.5282, 13.8489], [-2.2011, 2.5345, 14.0094], [-3.4855, 0.5327, 14.9068], [-4.4991, 2.4798, 14.3184], [-2.4145, 0.5740, 11.8773], [-1.8696, -0.5358, 12.5853], [-1.5992, 1.5693, 11.2374], [-3.1327, -0.1335, 10.6451], [3.3160, -6.4114, 9.6756], [4.7660, -5.9028, 10.2671], [5.6218, -5.2729, 9.2804], [5.3671, -6.7081, 11.3211], [4.1710, -4.6058, 10.9575], [3.8466, -7.5261, 8.7899], [4.1109, -8.7944, 9.4722], [4.7122, -7.0946, 7.6857], [2.4518, -7.9131, 8.0950], [2.2636, -0.6445, 14.2874], [1.1162, 0.6184, 14.4947], [0.5872, 1.2477, 13.2724], [1.2309, 1.5010, 15.6879], [-0.1211, -0.3980, 14.7617], [3.2596, 0.2144, 13.7583], [3.8688, 1.2216, 14.6737], [3.2711, 0.5796, 12.3385], [4.3501, -0.9332, 13.8372], [-1.4398, -5.6364, 15.6588], [-2.5127, -5.7761, 16.8201], [-2.0686, -6.0374, 18.1898], [-3.7749, -6.3796, 16.4703], [-2.7937, -4.1243, 16.9416], [-1.3348, -7.1112, 15.5199], [-2.3466, -7.8251, 14.9008], [-0.5997, -7.8675, 16.5571], [-0.1309, -7.0357, 14.4724]], "e_tot_ha": -9236.34497, "orbital_gap_ev": [3.306, 7.473], "max_force_ev_per_a": 14.8, "lumo_ev": [-3.1998, -3.2011], "s_squared": 0.756, "spin_multiplicity": 2, "total_charge": 1}

=====

# 4
{"formula": "C44H35I2N6O7S3Tl", "method": "the ωB97M-V functional and the def2-TZVPD basis", "species": ["Tl", "O", "C", "O", "C", "C", "C", "C", "C", "C", "O", "N", "O", "O", "N", "O", "O", "H", "H", "N", "S", "N", "S", "N", "S", "N", "C", "C", "C", "C", "C", "C", "C", "C", "C", "C", "C", "C", "C", "C", "C", "C", "C", "C", "C", "C", "C", "C", "C", "C", "C", "C", "C", "C", "C", "C", "C", "C", "C", "C", "C", "C", "H", "H", "H", "H", "H", "H", "H", "H", "H", "H", "H", "H", "H", "H", "H", "H", "H", "H", "H", "H", "H", "H", "H", "H", "H", "H", "H", "H", "H", "H", "I", "I", "C", "H", "H", "H"], "xyz": [[2.2439, -1.7151, 0.9511], [5.6713, -2.6509, 3.1960], [4.8240, -3.0737, 2.4015], [4.4879, -2.5358, 1.3026], [4.1706, -4.4133, 2.7710], [5.0017, -5.3653, 3.2783], [4.5200, -6.6244, 3.6894], [3.1775, -6.9092, 3.6421], [2.3034, -5.9610, 3.1507], [2.7353, -4.6726, 2.6297], [1.9323, -3.8540, 2.1442], [0.8944, -6.3329, 3.1864], [0.0740, -5.6626, 2.5897], [0.5820, -7.3318, 3.8364], [5.4287, -7.6199, 4.1985], [6.6263, -7.3634, 4.2137], [4.9768, -8.6875, 4.6019], [6.0529, -5.1368, 3.3790], [2.8047, -7.8660, 3.9718], [-0.2541, -1.3363, 0.8289], [-1.5149, -0.8557, 0.3518], [-1.6422, 0.1423, -1.0095], [-1.3056, 1.6248, -1.0582], [-0.0605, 2.2842, -0.4697], [1.5556, 1.8160, -0.7763], [2.1481, 0.6423, -0.1948], [2.2549, 3.3872, -0.2428], [3.5234, 3.2672, 0.3000], [4.1767, 4.4078, 0.7510], [3.5589, 5.6449, 0.6598], [2.2751, 5.7511, 0.1352], [1.6161, 4.6186, -0.3170], [1.6752, 1.8969, -2.5566], [1.5065, 0.6765, -3.1995], [1.7070, 0.6031, -4.5719], [2.0794, 1.7392, -5.2760], [2.2432, 2.9557, -4.6239], [2.0451, 3.0429, -3.2542], [-2.6069, 2.6191, -0.3281], [-3.9115, 2.2945, -0.6692], [-4.9507, 3.0319, -0.1275], [-4.6759, 4.0807, 0.7421], [-3.3667, 4.4004, 1.0645], [-2.3153, 3.6675, 0.5238], [-1.5318, 1.9793, -2.7924], [-1.3668, 3.2935, -3.2071], [-1.4998, 3.5884, -4.5521], [-1.7883, 2.5736, -5.4591], [-1.9569, 1.2687, -5.0275], [-1.8345, 0.9599, -3.6778], [-2.6416, -2.1096, -0.2155], [-3.7387, -1.8897, -1.0396], [-4.5433, -2.9640, -1.3804], [-4.2386, -4.2370, -0.9076], [-3.1274, -4.4449, -0.1075], [-2.3160, -3.3752, 0.2495], [-2.4374, 0.0648, 1.5961], [-1.6181, 0.8009, 2.4451], [-2.1878, 1.4916, 3.5023], [-3.5598, 1.4337, 3.7147], [-4.3646, 0.6818, 2.8710], [-3.8051, -0.0117, 1.8051], [3.9659, 2.2812, 0.3748], [5.1679, 4.3229, 1.1766], [4.0736, 6.5323, 1.0065], [1.7891, 6.7172, 0.0801], [0.6139, 4.6812, -0.7183], [1.2624, -0.2204, -2.6378], [1.5982, -0.3622, -5.0601], [2.2587, 1.6702, -6.3420], [2.5410, 3.8381, -5.1776], [2.1895, 3.9853, -2.7450], [-4.1039, 1.4769, -1.3526], [-5.9738, 2.7844, -0.3784], [-5.4909, 4.6463, 1.1759], [-3.1563, 5.2142, 1.7460], [-1.2837, 3.8824, 0.7641], [-1.1343, 4.0669, -2.4855], [-1.3669, 4.6059, -4.8958], [-1.8673, 2.8043, -6.5138], [-2.1616, 0.4774, -5.7356], [-1.9326, -0.0544, -3.3178], [-3.9411, -0.8976, -1.4204], [-5.4025, -2.8133, -2.0214], [-4.8675, -5.0744, -1.1822], [-2.8766, -5.4375, 0.2410], [-1.4316, -3.5122, 0.8607], [-0.5477, 0.8000, 2.2751], [-1.5560, 2.0638, 4.1694], [-4.0012, 1.9655, 4.5482], [-5.4317, 0.6254, 3.0457], [-4.4290, -0.6094, 1.1535], [1.9584, -2.7853, -1.4760], [0.8594, -3.0184, -5.1275], [2.2451, -0.7139, 2.8528], [2.1448, 0.3594, 2.6944], [3.1769, -0.9352, 3.3687], [1.3995, -1.0978, 3.4212]], "e_tot_ha": -4515.02408, "orbital_gap_ev": 4.911, "max_force_ev_per_a": 0.7, "relative_energy_kcal_mol": 12.7, "lumo_ev": 2.8013, "total_charge": -2}

=====

# 5
{"formula": "C5H7N", "method": "the ωB97M-V functional and the def2-TZVPD basis", "species": ["C", "C", "C", "C", "C", "N", "H", "H", "H", "H", "H", "H", "H"], "xyz": [[2.0300, 0.0178, -0.1201], [0.4738, -0.0481, 0.0533], [-0.2865, 1.0700, 0.2504], [-1.9319, 0.7389, 0.1190], [-1.7946, -0.6100, -0.0555], [-0.4361, -1.0969, -0.0995], [2.6035, -0.5803, 0.5988], [2.3148, -0.3192, -1.1262], [2.4358, 1.0517, -0.0168], [0.2415, 1.9756, 0.5546], [-2.9961, 1.2626, 0.1738], [-2.5448, -1.3894, -0.0996], [-0.1123, -2.0559, -0.2302]], "e_tot_ha": -249.40709, "orbital_gap_ev": 9.365, "max_force_ev_per_a": 3.3, "relative_energy_kcal_mol": 41.5, "lumo_ev": 1.0458}

=====

# 6
{"formula": "C12H25N3O3", "method": "the ωB97M-V functional and the def2-TZVPD basis", "species": ["C", "C", "C", "C", "C", "C", "C", "C", "C", "C", "C", "C", "H", "H", "H", "H", "H", "H", "H", "H", "H", "H", "H", "H", "H", "H", "H", "H", "H", "H", "H", "H", "H", "H", "H", "H", "H", "N", "N", "N", "O", "O", "O"], "xyz": [[-1.8353, 0.3423, -0.2937], [-0.8425, 0.1572, -1.4302], [-3.0232, -0.5754, -0.6851], [-4.0896, -0.3383, 0.2829], [-5.2534, -1.2775, -0.0127], [-3.7050, -0.3553, 1.9030], [1.1126, 1.0318, 0.0174], [1.1177, 2.5903, 0.0512], [2.2814, 0.2654, 0.3820], [3.4985, 0.3851, -0.4783], [4.8982, -0.0949, 0.0573], [4.8022, -1.5176, 0.6740], [-2.2250, 2.0218, -1.6061], [-2.9739, 2.0691, 0.1216], [-1.4979, -0.0394, 0.5646], [-3.2666, -0.6382, -1.7245], [-2.6776, -1.6017, -0.1522], [-4.5781, 0.6429, -0.0193], [-6.0684, -1.2068, 0.7229], [-4.8836, -2.3023, 0.0641], [-5.8344, -1.2503, -1.0985], [-2.7717, -1.1191, 2.0517], [-4.7318, -0.6545, 2.4561], [-3.3907, 0.7812, 2.5415], [1.1088, 0.3517, -1.8716], [0.3709, 0.7927, 0.8122], [2.6148, 0.5541, 1.4442], [2.0886, -0.8286, 0.4843], [3.6770, 1.5396, -0.5655], [3.3722, -0.0798, -1.4932], [5.7501, -0.0298, -0.6610], [5.1569, 0.4446, 1.0704], [5.8929, -1.8090, 0.8917], [4.1099, -1.5100, 1.5934], [4.7966, -2.2020, -1.3362], [4.0787, -3.3579, -0.0588], [-0.7667, 2.7243, -0.2535], [-2.0753, 1.8402, -0.4369], [0.4247, 0.6376, -1.2007], [4.1968, -2.3804, -0.4256], [-1.1294, -0.4358, -2.4425], [2.2178, 3.1854, 0.3574], [0.0528, 3.2472, -0.2979]], "e_tot_ha": -862.07368, "orbital_gap_ev": 9.603, "max_force_ev_per_a": 7.0, "relative_energy_kcal_mol": 127.8, "lumo_ev": 0.4174}

=====

Number 2 is which compound? C3H4F5N2